This record from the OMol25 dataset describes C8H12N2O2 in the gas phase at a distorted geometry. The level of theory is ωB97M-V/def2-TZVPD.

Each line ends with the natural charge from an NBO analysis.
Cartesian coordinates (Å):
C  0.511  1.636  1.564  0.275
C  -0.265  0.868  0.619  -0.095
C  0.320  0.273  -0.584  -0.014
C  -0.163  -0.642  0.545  -0.005
C  -0.417  0.394  -1.964  -0.601
C  1.822  0.364  -0.816  -0.615
C  -1.396  -1.336  0.229  -0.604
C  0.909  -1.418  1.276  -0.610
N  1.242  2.397  2.000  -0.267
N  -1.636  1.430  0.569  0.554
O  -1.969  2.048  -0.413  -0.356
O  -2.308  1.213  1.528  -0.346
H  -1.503  0.587  -1.755  0.234
H  -0.303  -0.589  -2.341  0.209
H  0.094  1.190  -2.553  0.230
H  2.163  -0.822  -0.852  0.202
H  2.360  0.915  0.001  0.236
H  2.165  0.640  -1.796  0.232
H  -2.121  -0.585  -0.085  0.212
H  -1.761  -1.736  1.144  0.225
H  -1.198  -2.174  -0.551  0.221
H  1.319  -2.209  0.612  0.225
H  0.436  -1.762  2.204  0.228
H  1.699  -0.680  1.419  0.227

Values from the calculation:
HOMO-LUMO gap (eV): 10.39
ΔE to the lowest compared entry with this formula, charge and spin (kcal/mol): 144.4
Total charge: 0